[1]
{
  "formula": "C11H20ClILaN2O2PSe",
  "method": "the ωB97M-V functional and the def2-TZVPD basis",
  "symbols": ["C", "C", "H", "H", "H", "O", "I", "La", "P", "C", "C", "H", "H", "H", "C", "H", "H", "H", "H", "H", "H", "C", "O", "Cl", "C", "N", "C", "C", "N", "C", "C", "Se", "H", "H", "H", "H", "H", "H", "H", "H"],
  "xyz": [[5.4525, -4.4383, -0.8446], [5.3195, -3.2047, -1.5748], [6.3681, -4.9446, -1.1985], [4.5788, -5.0653, -1.1100], [5.5692, -4.2698, 0.2422], [4.9906, -2.1341, -1.9217], [3.1639, -2.8862, 2.0035], [0.8991, -1.5042, 0.7697], [-0.8501, -1.0488, -1.6736], [-1.3640, -0.1721, -3.1763], [-0.0852, -2.5792, -2.3720], [-2.3719, -2.3496, -0.2787], [-2.8687, -2.3732, -2.0092], [-3.1708, -0.9289, -0.9640], [-2.4768, -1.7472, -1.1919], [0.2829, -3.2662, -1.5890], [-0.8753, -3.0859, -2.9501], [-1.8909, -0.8542, -3.8645], [-0.5012, 0.2666, -3.6862], [0.7564, -2.3366, -3.0350], [-2.0350, 0.6510, -2.9035], [0.5632, 1.1659, -0.8748], [0.4155, 2.2677, -1.1958], [-1.0069, -3.0848, 1.5950], [-3.4823, 2.1111, 2.4153], [-2.2452, 2.8172, 2.1511], [-2.1532, 4.2003, 1.9998], [-0.8267, 4.4776, 1.8688], [-0.1406, 3.2657, 1.9228], [1.3019, 3.1132, 1.8795], [-1.0070, 2.2228, 2.1442], [-0.5712, 0.4465, 2.5667], [-3.6434, 1.3004, 1.7048], [-4.3059, 2.8172, 2.3322], [-3.4881, 1.6749, 3.4150], [-3.0246, 4.8394, 2.0213], [-0.2966, 5.4256, 1.7521], [1.6590, 3.0196, 0.8452], [1.7768, 3.9846, 2.3534], [1.5843, 2.2068, 2.4317]],
  "atomic_forces_ev_per_a": [[0.8, -0.6, -0.9], [-2.7, 6.0, -0.2], [-0.2, 0.0, 0.0], [0.2, 0.3, 0.2], [-0.4, 0.4, -0.3], [2.3, -6.2, 1.3], [0.9, -0.4, 0.0], [-1.6, 1.0, 0.2], [-1.5, -1.5, -0.4], [0.3, 0.4, -0.4], [0.1, 0.0, -0.3], [-0.1, 0.2, -0.5], [0.0, 0.3, 0.2], [0.1, -0.2, -0.2], [-0.1, -0.1, 0.3], [-0.3, 0.0, -0.2], [0.5, -0.1, 0.2], [0.2, 0.2, 0.3], [-0.1, -0.1, -0.1], [-0.2, -0.1, 0.1], [0.1, -0.2, 0.0], [0.8, 4.1, -0.2], [0.0, -3.7, 0.7], [0.6, 0.1, -0.1], [-0.6, -0.3, 0.1], [0.8, -0.5, 0.2], [1.0, -0.8, 0.0], [0.0, -0.2, -0.1], [-0.6, -0.6, 0.5], [0.6, 0.1, 0.1], [-0.2, 2.3, -0.5], [-0.4, 0.1, -0.1], [0.1, 0.1, -0.1], [0.1, 0.0, 0.0], [0.1, 0.1, 0.0], [0.2, -0.1, 0.0], [-0.3, -0.5, 0.0], [-0.1, 0.2, 0.3], [-0.2, -0.3, -0.2], [-0.2, 0.4, -0.1]],
  "homo_lumo_gap_ev": 5.253,
  "total_charge": 2
}

[2]
{
  "formula": "C4H12",
  "method": "the ωB97M-V functional and the def2-TZVPD basis",
  "symbols": ["C", "C", "H", "H", "H", "H", "H", "H", "C", "C", "H", "H", "H", "H", "H", "H"],
  "xyz": [[-0.8200, -1.5004, -0.5975], [-2.1933, -1.9104, -0.2870], [-0.7335, -0.4123, -0.7985], [-0.0049, -1.7543, 0.1207], [-0.2623, -1.9584, -1.4555], [-2.6201, -1.3001, 0.5349], [-2.8805, -1.7387, -1.1209], [-2.2485, -2.9252, 0.1072], [1.7761, 1.9657, 1.0548], [1.1320, 1.4041, -0.1928], [2.6047, 2.6189, 0.7164], [1.0407, 2.5874, 1.5728], [2.2691, 1.3397, 1.8081], [1.7065, 1.5568, -1.1066], [0.1164, 1.7553, -0.3484], [1.1175, 0.2720, -0.0076]],
  "atomic_forces_ev_per_a": [[1.6, 0.4, 0.1], [-0.2, -0.1, 0.6], [-0.2, 0.0, -0.7], [-0.6, -0.4, 0.4], [-0.4, 0.3, -0.3], [-0.1, 0.0, 0.0], [0.1, 0.1, -0.1], [0.1, -0.1, -0.1], [-0.5, 0.8, 0.3], [0.0, 0.2, 0.1], [0.1, -0.2, -0.2], [0.1, -0.3, 0.2], [-0.1, -0.3, -0.2], [0.0, -0.5, -0.1], [0.0, 0.0, 0.1], [0.0, -0.1, -0.1]],
  "multiplicity": 2,
  "homo_lumo_gap_ev": [13.919, 4.142],
  "total_charge": 1,
  "s2": 0.754,
  "de_lowest_kcal_mol": 10.2
}

[3]
{
  "formula": "C2H6NO2S2",
  "method": "the ωB97M-V functional and the def2-TZVPD basis",
  "symbols": ["C", "C", "N", "O", "O", "S", "S", "H", "H", "H", "H", "H", "H"],
  "xyz": [[-0.7915, 1.1200, -0.5614], [-0.7171, -1.1938, -0.6289], [-0.7977, -0.0622, 0.1809], [1.6212, -1.2819, 1.8785], [1.1656, 1.1313, 2.4038], [2.8647, 0.6278, 0.1085], [1.4520, 0.0919, 1.3907], [0.1326, 1.2977, -1.0727], [-1.6930, 0.9348, -1.1066], [-0.9620, 1.9062, 0.1643], [-0.4047, -2.1122, -0.1295], [-1.7050, -1.4257, -0.9953], [-0.1654, -1.0339, -1.6323]],
  "atomic_forces_ev_per_a": [[-0.6, 0.4, 1.5], [0.8, -0.7, -2.1], [3.0, -0.9, 3.4], [-0.4, 0.9, -0.4], [0.0, -1.2, -1.2], [-0.7, -0.1, 0.0], [-1.3, 0.1, 0.4], [0.5, 0.2, -1.1], [-0.6, 1.0, -1.6], [0.0, 0.6, -0.2], [0.4, 0.2, 0.1], [-1.0, -0.2, -0.2], [0.0, -0.3, 1.3]],
  "homo_lumo_gap_ev": [7.055, 7.055],
  "total_charge": -1,
  "de_lowest_kcal_mol": 92.5
}

[4]
{
  "formula": "C13H44N6O9",
  "method": "the ωB97M-V functional and the def2-TZVPD basis",
  "symbols": ["N", "C", "N", "O", "H", "H", "H", "H", "N", "C", "N", "O", "H", "H", "H", "H", "N", "C", "N", "O", "H", "H", "H", "H", "C", "C", "O", "H", "H", "H", "H", "H", "H", "C", "C", "O", "H", "H", "H", "H", "H", "H", "C", "C", "O", "H", "H", "H", "H", "H", "H", "C", "C", "O", "H", "H", "H", "H", "H", "H", "C", "O", "H", "H", "H", "H", "C", "O", "H", "H", "H", "H"],
  "xyz": [[7.9846, 13.1510, 4.9715], [9.1964, 12.9630, 5.5675], [9.6192, 13.9008, 6.4382], [9.8646, 11.9347, 5.3203], [7.6945, 12.4086, 4.3581], [7.4579, 14.0068, 5.0253], [10.4197, 13.7277, 7.0282], [9.0485, 14.7320, 6.5489], [12.4049, 11.8952, 4.0491], [12.4199, 10.9152, 3.1086], [11.3458, 10.0667, 3.1972], [13.2769, 10.7759, 2.2418], [11.5370, 11.9909, 4.5767], [13.0693, 12.6433, 4.0291], [11.3326, 9.3721, 2.4736], [10.5402, 10.2292, 3.7758], [4.3932, 17.9276, 4.2987], [5.0024, 16.7110, 4.1718], [4.4828, 15.8578, 3.2513], [5.9905, 16.4153, 4.8449], [4.6967, 18.5222, 5.0462], [3.5536, 18.1531, 3.7992], [4.8178, 14.9078, 3.3029], [3.9643, 16.1949, 2.4629], [8.6226, 13.4325, 1.4963], [9.2769, 12.0761, 1.5130], [8.5330, 11.1132, 0.7391], [9.1760, 14.0938, 2.1653], [7.5750, 13.4510, 1.7930], [8.7283, 13.8553, 0.4932], [9.3405, 11.6965, 2.5359], [10.2784, 12.1223, 1.0819], [9.1133, 10.3799, 0.5203], [12.1616, 15.3208, 4.0217], [11.7151, 16.3988, 5.0071], [12.8610, 16.9673, 5.6284], [11.4501, 14.4956, 4.0393], [13.1589, 14.9656, 4.2770], [12.1789, 15.7120, 3.0037], [11.0328, 15.9308, 5.7214], [11.0974, 17.1460, 4.4948], [12.5630, 17.6755, 6.2073], [7.1533, 9.4802, 4.8358], [7.3926, 9.5406, 3.3417], [6.6677, 10.6686, 2.8290], [6.0834, 9.5278, 5.0238], [7.7430, 10.2225, 5.3711], [7.5282, 8.5123, 5.1861], [7.0189, 8.6625, 2.8092], [8.4601, 9.6460, 3.1249], [6.9861, 10.8862, 1.9394], [9.6617, 17.8167, 7.4851], [8.2141, 17.3716, 7.5205], [7.9598, 16.3127, 6.6041], [9.9106, 18.2322, 6.5073], [10.3585, 17.0029, 7.6949], [9.8142, 18.6053, 8.2261], [7.6112, 18.2649, 7.3137], [7.8958, 17.0365, 8.5129], [7.1724, 16.5562, 6.0835], [12.8859, 12.7234, 7.3598], [12.1611, 13.7979, 7.9510], [13.4724, 13.0808, 6.5074], [13.5652, 12.2547, 8.0751], [12.1944, 11.9803, 6.9691], [12.7526, 14.5458, 8.0678], [4.5977, 12.6976, 4.9889], [5.2791, 13.0186, 3.7743], [5.3306, 12.4085, 5.7443], [4.0242, 13.5595, 5.3230], [3.8841, 11.8878, 4.8169], [5.5731, 12.1863, 3.3850]],
  "atomic_forces_ev_per_a": [[0.6, -0.1, 0.2], [0.2, -0.4, 0.1], [-0.6, 0.1, -0.4], [-0.4, 0.2, 0.1], [-0.2, 0.2, -0.2], [-0.1, 0.0, 0.0], [0.1, 0.1, -0.1], [0.1, 0.0, 0.3], [-0.4, -0.3, 0.2], [0.2, 0.4, -0.4], [0.2, -0.5, -0.3], [-0.2, 0.0, 0.3], [0.3, 0.3, 0.1], [0.1, -0.1, -0.3], [-0.2, -0.1, 0.1], [0.1, 0.1, 0.2], [0.1, -0.2, -0.2], [0.3, 0.2, -0.1], [0.0, 0.3, 0.4], [-0.5, -0.1, 0.1], [0.1, 0.1, -0.1], [-0.1, 0.0, 0.1], [0.2, -0.3, -0.4], [-0.1, -0.1, 0.0], [0.4, 0.3, -0.6], [0.0, -0.5, 0.2], [-0.4, 0.3, -0.1], [-0.1, -0.1, 0.1], [0.0, -0.2, 0.0], [-0.3, 0.0, 0.0], [0.2, 0.2, 0.0], [0.1, 0.2, 0.3], [0.0, 0.0, 0.0], [-0.3, 0.4, -0.1], [-0.4, -0.6, -0.3], [-0.1, 0.1, 0.1], [0.1, -0.1, 0.0], [0.0, -0.1, 0.1], [0.2, -0.1, 0.0], [0.3, 0.1, 0.3], [0.3, 0.2, 0.0], [0.0, 0.0, 0.0], [0.5, -0.8, -0.4], [-0.3, 0.5, -0.2], [0.0, 0.4, 0.2], [0.0, 0.2, 0.3], [-0.3, 0.3, 0.0], [-0.2, 0.0, 0.1], [0.1, -0.2, 0.2], [0.0, 0.0, 0.0], [0.3, -0.2, -0.1], [0.1, 0.0, 0.1], [-0.1, 0.0, 0.2], [0.0, 0.7, 0.1], [-0.1, -0.1, 0.0], [-0.1, 0.0, 0.1], [0.0, -0.1, 0.0], [-0.2, -0.2, -0.3], [0.3, 0.0, 0.1], [0.1, -0.4, -0.2], [0.5, 0.1, -0.3], [-0.2, -0.2, 0.1], [0.0, 0.0, 0.1], [-0.1, 0.0, 0.0], [-0.2, 0.1, 0.2], [0.0, 0.0, -0.1], [0.1, -0.2, -0.3], [-0.5, 0.4, 0.1], [-0.2, 0.0, 0.2], [0.2, 0.2, 0.0], [0.1, -0.1, 0.1], [0.2, -0.2, -0.1]],
  "homo_lumo_gap_ev": 9.578,
  "de_lowest_kcal_mol": 0.0
}

[5]
{
  "formula": "C5H9BrN2O5S",
  "method": "the ωB97M-V functional and the def2-TZVPD basis",
  "symbols": ["C", "C", "C", "C", "C", "N", "N", "O", "O", "O", "O", "O", "S", "Br", "H", "H", "H", "H", "H", "H", "H", "H", "H"],
  "xyz": [[0.8323, -1.1187, 0.9055], [1.0304, -0.3172, -1.3669], [1.8239, -0.0027, 1.3614], [1.9367, 0.8217, -0.8766], [-2.3089, 0.3386, 0.6320], [0.0674, -0.6570, -0.3059], [-2.0167, 1.6444, 0.0671], [-0.8411, 2.0451, 0.2914], [-2.9206, 2.1938, -0.5303], [-1.8762, -0.6689, -1.8650], [-1.9482, -2.2576, 0.1398], [2.5691, 0.5366, 0.2712], [-1.6031, -1.0446, -0.5105], [-4.1555, -0.0763, 0.5169], [1.3712, -1.9854, 0.5722], [0.0368, -1.5651, 1.6496], [0.4874, 0.0255, -2.2089], [1.6914, -1.2133, -1.7641], [1.3751, 0.9199, 1.9087], [2.5858, -0.4274, 1.9734], [2.6793, 0.9059, -1.7922], [1.2095, 1.7378, -0.8014], [-2.0261, 0.1649, 1.7325]],
  "atomic_forces_ev_per_a": [[-2.5, 0.0, 0.3], [0.6, -1.4, -0.2], [-1.4, 1.6, -0.1], [-2.1, 0.9, -3.6], [-0.3, -2.9, 0.9], [-0.4, -1.0, 0.7], [1.5, 1.5, 0.4], [-2.8, -0.4, -0.7], [1.6, 0.2, 0.2], [-0.5, -0.5, 0.5], [-0.2, -0.3, -0.1], [1.6, -0.8, 1.5], [4.0, 2.8, 0.5], [-0.9, 0.0, 0.3], [0.7, -0.5, 0.0], [1.8, 1.4, -0.9], [-0.5, 0.4, -0.9], [-1.3, 1.3, 1.2], [0.1, -1.8, -0.8], [0.3, -0.4, 0.7], [-1.0, 0.4, 2.2], [1.6, -1.2, -0.1], [0.2, 0.7, -2.0]],
  "homo_lumo_gap_ev": 8.589,
  "de_lowest_kcal_mol": 0.0
}

[6]
{
  "formula": "C19H17IrN4O2S4",
  "method": "the ωB97M-V functional and the def2-TZVPD basis",
  "symbols": ["Ir", "C", "C", "C", "C", "C", "C", "N", "N", "C", "C", "C", "C", "C", "C", "H", "H", "H", "H", "H", "H", "H", "H", "H", "S", "S", "S", "S", "O", "C", "N", "C", "O", "C", "C", "C", "C", "N", "C", "H", "H", "H", "H", "H", "H", "H", "H"],
  "xyz": [[2.0708, 0.2845, 0.2247], [0.6772, 5.3690, -2.3646], [0.2450, 4.4030, -3.2655], [0.3962, 3.0581, -2.9863], [0.9940, 2.6719, -1.7853], [1.4289, 3.6336, -0.8870], [1.2687, 4.9819, -1.1752], [1.1587, 1.2667, -1.4666], [0.6022, 0.5110, -2.2970], [0.6982, -0.8449, -2.0273], [0.1424, -1.7254, -2.9549], [0.2384, -3.0828, -2.7171], [0.8876, -3.5247, -1.5688], [1.4316, -2.6347, -0.6476], [1.3458, -1.2616, -0.8573], [0.5562, 6.4188, -2.5943], [-0.2122, 4.7010, -4.1991], [0.0629, 2.3147, -3.6919], [1.8907, 3.3531, 0.0441], [1.6151, 5.7220, -0.4670], [-0.3433, -1.3315, -3.8369], [-0.1820, -3.7927, -3.4151], [0.9700, -4.5877, -1.3811], [1.9131, -3.0400, 0.2348], [2.9953, -1.1660, 1.7085], [3.4773, -0.1805, 3.4135], [4.3716, 1.5285, 2.8073], [3.5710, 2.0212, 1.0473], [-2.5092, -5.0150, 1.0433], [-2.9826, -4.1133, 2.0153], [-2.2591, -2.8877, 1.7383], [-2.4255, -1.8013, 2.5152], [-3.1751, -1.7698, 3.4712], [-1.6167, -0.5791, 2.1569], [-2.0663, 0.6646, 2.5741], [-1.3092, 1.7813, 2.2651], [-0.1312, 1.6289, 1.5649], [0.3072, 0.4198, 1.1695], [-0.4215, -0.6668, 1.4723], [-2.9903, -5.8445, 1.1202], [-2.7568, -4.4407, 3.0333], [-4.0593, -3.9404, 1.9274], [-1.7552, -2.8616, 0.8666], [-2.9885, 0.7287, 3.1361], [-1.6163, 2.7740, 2.5605], [0.4902, 2.4713, 1.3052], [-0.0059, -1.6151, 1.1704]],
  "atomic_forces_ev_per_a": [[0.2, 0.2, 0.2], [0.0, 0.0, 0.0], [0.0, 0.0, 0.0], [0.0, 0.1, 0.0], [0.1, -0.1, 0.1], [-0.1, 0.0, -0.1], [0.0, 0.0, 0.0], [-0.2, 0.0, -0.2], [0.1, 0.1, 0.2], [0.0, 0.1, -0.1], [0.0, -0.1, 0.1], [0.0, 0.1, 0.0], [0.0, -0.1, 0.0], [0.0, 0.0, 0.0], [0.0, 0.0, 0.0], [0.0, 0.0, 0.0], [0.0, 0.0, 0.0], [0.0, 0.0, 0.0], [0.0, 0.0, 0.0], [0.0, 0.0, 0.0], [0.0, 0.0, 0.0], [0.0, 0.0, 0.0], [0.0, 0.0, 0.0], [0.0, 0.0, 0.0], [-0.1, -0.1, 0.0], [0.1, 0.0, 0.0], [0.1, 0.0, 0.1], [-0.2, -0.1, -0.3], [0.0, 0.0, 0.0], [0.0, 0.0, -0.1], [0.0, 0.0, 0.0], [0.0, 0.0, 0.0], [0.0, 0.0, 0.0], [0.0, -0.1, 0.0], [0.0, 0.0, 0.0], [0.0, 0.0, 0.0], [0.0, -0.1, -0.1], [-0.1, 0.0, 0.0], [0.1, 0.0, 0.0], [0.0, 0.0, 0.0], [0.0, 0.0, 0.0], [0.0, 0.0, 0.0], [0.0, 0.0, 0.0], [0.0, 0.0, 0.0], [0.0, 0.0, 0.0], [0.0, 0.0, 0.0], [0.0, 0.0, 0.0]],
  "multiplicity": 2,
  "homo_lumo_gap_ev": [6.894, 6.128],
  "total_charge": 1,
  "s2": 0.765,
  "de_lowest_kcal_mol": 24.1
}

[7]
{
  "formula": "C4H6Cl2FN",
  "method": "the ωB97M-V functional and the def2-TZVPD basis",
  "symbols": ["C", "C", "C", "C", "H", "H", "H", "H", "H", "H", "N", "F", "Cl", "Cl"],
  "xyz": [[0.3014, -0.2958, 2.1880], [-0.4721, -0.4607, 0.8337], [0.2246, -0.7397, -0.5191], [-0.1991, 0.6526, -0.2686], [1.3578, -0.2379, 1.8691], [0.0312, -1.2618, 2.8349], [-0.1371, 0.6717, 2.6271], [-2.0149, -0.3685, 1.7504], [-2.5237, -0.0660, 0.0784], [-0.2988, -1.3219, -1.3557], [-1.8249, -0.8816, 0.8312], [0.8520, 1.3786, 0.2434], [1.8899, -1.5180, -0.4778], [-1.3273, 1.6010, -1.2409]],
  "atomic_forces_ev_per_a": [[-2.0, -1.0, -0.7], [0.4, 1.2, -3.4], [0.0, -2.6, -0.8], [2.3, -0.2, 2.0], [-0.5, 0.0, 1.0], [0.8, 2.3, -1.3], [1.1, -1.5, -0.2], [-1.1, -1.3, -1.1], [2.8, -3.2, 2.7], [0.3, 1.0, 1.7], [-3.6, 3.7, 0.5], [-0.2, 1.1, -0.9], [-0.8, 1.3, -0.2], [0.6, -0.7, 0.6]],
  "homo_lumo_gap_ev": 9.875,
  "de_lowest_kcal_mol": 72.7
}

[8]
{
  "formula": "C5H8O2",
  "method": "the ωB97M-V functional and the def2-TZVPD basis",
  "symbols": ["C", "C", "O", "C", "C", "C", "O", "H", "H", "H", "H", "H", "H", "H", "H"],
  "xyz": [[0.1748, 1.5664, 0.5613], [0.0006, 0.3854, -0.3827], [-0.1699, 0.7696, -1.7178], [0.9888, -0.7820, -0.2770], [-0.2081, -1.6065, 0.5520], [-1.1183, -0.5202, 0.0947], [-2.2981, -0.4322, -0.1607], [1.0308, 2.1717, 0.2496], [-0.7395, 2.1718, 0.5076], [0.3028, 1.2477, 1.6061], [-1.1218, 0.8957, -1.8268], [1.2599, -1.2698, -1.2030], [1.9106, -0.5031, 0.2851], [-0.5492, -2.6386, 0.4060], [0.5364, -1.4560, 1.3055]],
  "atomic_forces_ev_per_a": [[0.1, 0.1, -0.1], [0.1, 0.2, -0.1], [-0.4, 0.4, -0.2], [-0.2, -0.3, -0.4], [1.3, 0.0, -0.9], [-0.3, 0.2, 0.0], [0.7, -0.4, 0.3], [-0.1, 0.0, 0.1], [0.3, 0.0, 0.0], [0.0, 0.0, -0.3], [0.0, 0.1, -0.2], [-0.1, 0.4, -0.4], [-0.7, -0.7, -0.1], [0.6, 0.3, -0.1], [-1.3, -0.2, 2.3]],
  "homo_lumo_gap_ev": 10.367,
  "de_lowest_kcal_mol": 49.5
}